C15H16ClNO | wB97M-V/def2-TZVPD

Summary:
HOMO energy	-7.769	eV
energy relative to the best compared isomer or geometry (same formula, charge and spin)	0.0	kJ/mol
HOMO-LUMO gap	8.528	eV
total energy	-31874.7685	eV
M	261.8	g/mol

Last columns: bonded neighbours and bond lengths (Å).
Cartesian coordinates (Å):
1 C 5.2220 -1.7286 2.0952  O2 1.407, H19 1.089, H20 1.095, H21 1.095
2 O 4.9112 -0.5316 2.7662  C1 1.407, C3 1.360
3 C 3.6344 -0.0650 2.7134  O2 1.360, C4 1.396, C18 1.390
4 C 3.3946 1.1269 3.3993  C3 1.396, C5 1.379, H22 1.078
5 C 2.1322 1.6807 3.4053  C4 1.379, C6 1.385, H23 1.080
6 C 1.0916 1.0598 2.7339  C5 1.385, C7 1.387, H24 1.080
7 C 1.3177 -0.1263 2.0507  C6 1.387, C8 1.504, C18 1.389
8 C 0.1933 -0.7767 1.2923  C7 1.504, N9 1.451, H25 1.101, H26 1.096
9 N -0.0396 -0.0480 0.0597  C8 1.451, C10 1.372, H27 1.009
10 C -1.1401 -0.2651 -0.7304  N9 1.372, C11 1.397, C17 1.399
11 C -1.9175 -1.4215 -0.6379  C10 1.397, C12 1.381, H28 1.078
12 C -2.9821 -1.6187 -1.4957  C11 1.381, C13 1.388, H29 1.080
13 C -3.3260 -0.6958 -2.4739  C12 1.388, C14 1.497, C15 1.392
14 C -4.4817 -0.9155 -3.3991  C13 1.497, H30 1.090, H31 1.087, H32 1.090
15 C -2.5416 0.4517 -2.5537  C13 1.392, Cl16 1.734, C17 1.379
16 Cl -2.9101 1.6544 -3.7470  C15 1.734
17 C -1.4755 0.6765 -1.7087  C10 1.399, C15 1.379, H33 1.080
18 C 2.5892 -0.6844 2.0376  C3 1.390, C7 1.389, H34 1.079
19 H 6.2819 -1.9003 2.2759  C1 1.089
20 H 5.0487 -1.6427 1.0176  C1 1.095
21 H 4.6473 -2.5724 2.4907  C1 1.095
22 H 4.2162 1.5944 3.9178  C4 1.078
23 H 1.9551 2.6023 3.9390  C5 1.080
24 H 0.1021 1.4930 2.7458  C6 1.080
25 H -0.7143 -0.7878 1.9158  C8 1.101
26 H 0.4522 -1.8126 1.0467  C8 1.096
27 H 0.3141 0.8970 0.0576  N9 1.009
28 H -1.6902 -2.1711 0.1027  C11 1.078
29 H -3.5689 -2.5212 -1.4031  C12 1.080
30 H -5.2110 -0.1127 -3.2946  C14 1.090
31 H -4.9694 -1.8628 -3.1850  C14 1.087
32 H -4.1440 -0.9199 -4.4352  C14 1.090
33 H -0.8947 1.5818 -1.8038  C17 1.080
34 H 2.7464 -1.6036 1.4953  C18 1.079